(1)
This record from the Open Molecules 2025 dataset describes an isolated molecule of C9H18O2S in a non-equilibrium geometry. The level of theory is ωB97M-V/def2-TZVPD.

Results
Frontier orbital gap (spin up / spin down) ... 0.331 / 0.251 Ha
E_LUMO (spin up / spin down) ... 0.57 / -0.55 eV
Largest force on an atom ... 1.03 eV/Å
M ... 190.31 g/mol

Last column: natural (NBO) charge in e.
Element x y z (Å)
C -0.97 -1.84 -0.17  -0.620
C 0.40 -1.25 -0.48  -0.317
C 0.80 -0.15 0.45  0.210
C -1.77 1.03 -0.28  -0.166
C 1.44 -2.39 -0.45  -0.593
C 1.73 0.88 -0.07  -0.689
C 0.53 -0.24 1.90  -0.725
C -1.77 2.07 0.77  -0.685
C -1.58 1.32 -1.71  -0.687
O -2.57 -0.63 1.56  -0.967
O -3.38 -0.99 -0.75  -0.956
S -2.31 -0.58 0.14  2.122
H -1.33 -2.45 -0.99  0.247
H -0.96 -2.42 0.75  0.242
H 0.39 -0.85 -1.50  0.211
H 1.49 -2.83 0.54  0.206
H 2.43 -2.00 -0.71  0.211
H 1.18 -3.16 -1.17  0.214
H 2.43 0.45 -0.79  0.217
H 2.29 1.36 0.73  0.220
H 1.18 1.67 -0.61  0.217
H 1.19 -0.98 2.37  0.218
H -0.49 -0.54 2.11  0.259
H 0.72 0.72 2.39  0.220
H -1.88 1.60 1.74  0.256
H -2.61 2.77 0.63  0.228
H -0.86 2.67 0.74  0.217
H -0.54 1.59 -1.94  0.217
H -2.20 2.16 -2.04  0.233
H -1.86 0.45 -2.30  0.241

(2)
This record from the Open Molecules 2025 dataset describes C18H19F3N6ORuS2Se as an isolated structure. The level of theory is ωB97M-V/def2-TZVPD.

Results
Total charge ... -1
<S²> ... 0.759
Frontier orbital gap (spin up / spin down) ... 0.237 / 0.206 Ha
Multiplicity ... 2
E_LUMO (spin up / spin down) ... 2.35 / 1.59 eV
Largest force on an atom ... 0.50 eV/Å
M ... 636.55 g/mol

Last column: Löwdin spin population.
Element x y z (Å)
Ru 0.27 -0.29 0.40  0.032
N -2.67 -0.28 3.64  0.001
C -1.88 -0.30 2.52  0.001
S -0.19 -0.44 2.73  0.005
N -2.55 -0.26 1.37  0.000
N -1.70 -0.32 0.30  -0.001
C -2.24 -0.48 -0.87  0.000
C -1.32 -0.54 -1.98  -0.002
C -1.73 -0.74 -3.30  0.000
C -0.78 -0.80 -4.30  -0.002
C 0.56 -0.67 -3.97  0.000
C 0.90 -0.47 -2.65  -0.001
N -0.01 -0.41 -1.67  -0.001
H -2.21 -0.01 4.49  0.000
H -3.61 0.07 3.50  0.000
H -3.31 -0.56 -0.99  0.000
H -2.79 -0.85 -3.52  0.000
H -1.09 -0.96 -5.33  0.000
H 1.34 -0.72 -4.72  0.000
H 1.93 -0.36 -2.33  0.000
F 3.18 -4.63 -1.16  0.000
C 3.74 -4.11 -0.04  0.000
F 3.16 -4.72 1.00  0.000
F 5.04 -4.52 -0.05  0.000
C 3.64 -2.62 0.01  0.000
C 4.76 -1.83 -0.16  0.000
C 4.65 -0.45 -0.14  0.000
C 3.41 0.11 0.07  0.000
N 2.33 -0.65 0.25  -0.001
C 2.39 -1.99 0.19  0.000
S 0.80 -2.65 0.34  0.004
H 5.72 -2.30 -0.31  0.000
H 5.52 0.19 -0.28  0.000
H 3.23 1.18 0.11  0.000
Se 2.11 1.94 2.75  0.500
C 3.16 3.45 2.69  0.068
N 3.82 4.40 2.64  0.090
C -0.17 3.86 1.26  0.008
C 0.18 2.93 0.09  0.010
C 1.17 3.63 -0.85  0.000
C -1.11 2.62 -0.66  0.008
O 0.82 1.75 0.55  0.277
H -0.67 4.76 0.88  0.000
H 0.71 4.17 1.81  0.003
H -0.84 3.34 1.95  0.000
H 0.74 4.54 -1.28  0.000
H 1.44 2.95 -1.66  0.000
H 2.07 3.91 -0.30  -0.001
H -1.51 3.54 -1.09  0.001
H -1.86 2.20 0.01  0.000
H -0.92 1.92 -1.47  0.000

(3)
This record from the Open Molecules 2025 dataset describes C12H36FO6S6Tl as an isolated structure in a non-equilibrium geometry. The level of theory is ωB97M-V/def2-TZVPD.

Results
Total charge ... +2
Frontier orbital gap ... 0.050 Ha
E_LUMO ... -11.00 eV
Largest force on an atom ... 2.66 eV/Å
M ... 692.20 g/mol

Last column: natural (NBO) charge in e.
Element x y z (Å)
Tl -15.50 -10.51 28.56  0.998
F -12.86 -14.27 27.03  -0.410
C -20.50 -7.80 23.28  -0.842
S -19.45 -6.42 23.80  1.228
O -18.38 -7.05 24.68  -0.902
C -18.70 -6.24 22.08  -0.759
H -21.45 -7.51 22.84  0.250
H -20.70 -8.53 24.06  0.257
H -19.91 -8.48 22.66  0.235
H -18.17 -5.29 22.16  0.239
H -19.49 -6.22 21.32  0.240
H -18.11 -7.15 22.08  0.240
C -16.08 -2.89 31.56  -0.782
S -14.57 -3.43 30.56  1.223
O -15.07 -4.73 29.93  -0.927
C -14.75 -2.12 29.30  -0.824
H -16.01 -3.47 32.48  0.236
H -17.03 -3.21 31.11  0.246
H -16.07 -1.82 31.74  0.233
H -14.62 -1.15 29.77  0.241
H -15.80 -2.08 29.01  0.238
H -14.16 -2.25 28.40  0.251
C -8.08 -13.44 30.11  -0.828
S -8.80 -12.04 30.98  1.300
O -10.00 -11.50 30.22  -0.810
C -9.28 -12.95 32.50  -0.809
H -8.90 -14.14 29.99  0.254
H -7.25 -13.89 30.65  0.262
H -7.76 -13.19 29.10  0.267
H -8.49 -13.52 32.98  0.262
H -10.04 -13.67 32.20  0.247
H -9.76 -12.24 33.17  0.255
C -9.12 -6.78 25.49  -0.777
S -10.76 -6.03 24.99  1.201
O -11.70 -7.25 24.85  -0.876
C -10.22 -5.60 23.26  -0.781
H -8.98 -7.62 24.81  0.241
H -9.12 -7.10 26.53  0.248
H -8.33 -6.03 25.40  0.238
H -11.02 -5.32 22.56  0.258
H -9.82 -6.56 22.93  0.233
H -9.43 -4.85 23.32  0.241
C -16.19 -13.05 20.33  -0.797
S -15.44 -12.45 21.94  1.245
O -16.23 -11.34 22.61  -0.848
C -14.02 -11.50 21.08  -0.790
H -16.61 -12.13 19.91  0.244
H -17.13 -13.59 20.44  0.255
H -15.47 -13.59 19.71  0.256
H -14.42 -10.61 20.60  0.243
H -13.54 -12.01 20.24  0.241
H -13.19 -11.22 21.73  0.248
C -14.65 -8.95 37.37  -0.844
S -15.93 -9.17 36.09  1.248
O -15.26 -9.70 34.83  -0.913
C -16.84 -10.62 36.72  -0.824
H -13.72 -8.58 36.95  0.261
H -14.30 -9.87 37.83  0.241
H -14.91 -8.31 38.22  0.254
H -16.10 -11.41 36.84  0.238
H -17.54 -10.99 35.97  0.253
H -17.37 -10.56 37.67  0.252

(4)
This record from the Open Molecules 2025 dataset describes a 2-piece molecular cluster, CCl2F3PS overall in a non-equilibrium geometry. The level of theory is ωB97M-V/def2-TZVPD.

Results
Frontier orbital gap (spin up / spin down) ... 0.266 / 0.250 Ha
E_LUMO (spin up / spin down) ... -1.82 / -2.22 eV
Largest force on an atom ... 2.87 eV/Å
M ... 202.95 g/mol

Last column: natural (NBO) charge in e.
Element x y z (Å)
C 1.61 0.36 0.20  1.125
F 2.09 -0.88 0.22  -0.281
F 0.94 0.68 1.27  -0.276
F 2.46 1.28 -0.20  -0.273
P -1.37 -0.77 -0.08  0.610
S -0.43 0.36 -1.49  -0.344
Cl -2.96 -1.57 -1.01  -0.264
Cl -2.34 0.55 1.09  -0.296

Question: Number 3 is which compound?
Answer: C12H36FO6S6Tl

Question: The highest largest force on an atom belongs to which entry?
Answer: CCl2F3PS

Question: What is the M in the fourth record?
Answer: 202.95 g/mol

Question: Number 4 is which compound?
Answer: CCl2F3PS